No. 1
This record from the Open Molecules 2025 dataset describes a gas-phase ion, C5H13N2 (charge +1) at a distorted geometry. The level of theory is ωB97M-V/def2-TZVPD.

Geometry (Å):
N  0.00  -0.16  1.49
N  0.12  -0.09  -0.92
C  -0.33  -0.79  2.59
C  -1.21  -0.38  -1.47
C  1.16  -0.11  -1.97
C  0.33  -0.98  0.23
C  0.08  1.28  1.37
H  -1.82  -0.97  -0.96
H  0.81  0.59  -2.79
H  0.63  1.53  2.28
H  -0.95  1.69  1.22
H  -0.51  -1.85  2.60
H  1.27  -1.51  0.32
H  1.20  -1.21  -2.35
H  -0.55  -1.69  0.36
H  -0.96  -0.82  -2.49
H  0.61  1.42  0.37
H  -1.69  0.49  -1.82
H  2.08  0.19  -1.54
H  -0.59  -0.15  3.40

Properties
Orbital gap (eV): 8.27
Charge: +1
LUMO energy (eV): -4.90
Relative energy (zero: lowest compared OMol25 entry of this formula, charge and spin) (kcal per mole): 88.4
E (eV): -8366.9761


No. 2
This record from the Open Molecules 2025 dataset describes a gas-phase ion, C5H13N2 (charge +1) at a distorted geometry. The level of theory is ωB97M-V/def2-TZVPD.

Geometry (Å):
N  -2.80  0.75  0.45
N  1.69  -1.22  -0.80
C  -1.00  -0.30  -0.65
C  -2.14  -0.55  0.26
C  0.07  0.57  -0.26
C  1.35  -0.22  0.23
C  2.51  0.71  0.44
H  0.41  1.20  -1.08
H  -1.75  -0.89  1.22
H  -2.78  -1.34  -0.13
H  2.27  1.52  1.13
H  1.07  -0.70  1.16
H  3.39  0.19  0.83
H  2.14  -2.03  -0.39
H  -0.26  1.19  0.58
H  2.82  1.15  -0.51
H  -3.70  0.59  0.87
H  -1.24  -0.32  -1.71
H  -2.91  1.27  -0.41
H  0.86  -1.57  -1.26

Properties
Orbital gap (eV): 6.66
Charge: +1
LUMO energy (eV): -7.35
Relative energy (zero: lowest compared OMol25 entry of this formula, charge and spin) (kcal per mole): 101.0
E (eV): -8366.4317


No. 3
This record from the Open Molecules 2025 dataset describes 2 unconnected molecules or ions with the total composition C5H13N2 at a distorted geometry. The level of theory is ωB97M-V/def2-TZVPD.

Geometry (Å):
N  -1.88  1.67  -0.72
N  1.34  0.60  0.69
C  -0.16  -2.96  1.28
C  0.10  -1.47  1.28
C  -0.81  1.09  -1.39
C  0.21  1.77  -1.99
C  1.08  -0.83  0.62
H  -2.22  1.27  0.12
H  -0.34  -3.29  2.35
H  0.96  1.02  1.48
H  -1.92  2.68  -0.72
H  0.92  1.28  -2.69
H  1.81  -1.37  -0.02
H  0.72  -3.49  0.87
H  0.88  1.08  -0.07
H  0.51  2.76  -1.65
H  -0.77  -0.05  -1.49
H  -1.04  -3.32  0.72
H  2.32  0.75  0.65
H  -0.55  -0.75  1.92

Properties
Orbital gap (eV): 9.15
Charge: +1
LUMO energy (eV): -3.22
Relative energy (zero: lowest compared OMol25 entry of this formula, charge and spin) (kcal per mole): 70.0
E (eV): -8367.7749


No. 4
This record from the Open Molecules 2025 dataset describes 2 unconnected molecules or ions with the total composition C5H13N2 at a distorted geometry. The level of theory is ωB97M-V/def2-TZVPD.

Geometry (Å):
N  0.72  -1.07  1.05
N  1.21  1.19  0.66
C  -1.19  0.48  0.91
C  0.41  -0.08  -1.77
C  1.62  -0.26  -2.19
C  0.18  0.08  0.47
C  -2.27  -0.49  0.44
H  -1.43  1.48  0.54
H  -0.54  0.03  -2.24
H  1.83  -0.35  -3.25
H  -2.04  -1.52  0.74
H  1.47  -1.51  0.54
H  0.02  -1.75  1.31
H  -3.22  -0.22  0.89
H  1.59  1.15  1.61
H  0.79  2.11  0.49
H  2.49  -0.37  -1.56
H  -2.38  -0.47  -0.64
H  -1.20  0.52  2.01
H  1.97  1.05  -0.02

Properties
Orbital gap (eV): 9.65
Charge: +1
LUMO energy (eV): -3.28
Relative energy (zero: lowest compared OMol25 entry of this formula, charge and spin) (kcal per mole): 91.5
E (eV): -8366.8445


No. 5
This record from the Open Molecules 2025 dataset describes a gas-phase ion, C5H13N2 (charge +1) at a distorted geometry. The level of theory is ωB97M-V/def2-TZVPD.

Geometry (Å):
N  2.25  0.26  0.55
N  -2.17  -1.02  0.82
C  -0.16  0.66  0.29
C  -1.43  0.95  -0.56
C  -2.32  -0.22  -0.37
C  1.03  0.50  -0.20
C  3.30  -0.41  -0.15
H  -1.22  -1.34  0.98
H  -2.16  -0.92  -1.15
H  2.67  1.16  0.78
H  -2.00  1.77  -0.16
H  -0.06  0.95  1.32
H  4.33  -0.50  0.36
H  1.07  0.88  -1.23
H  -3.43  0.06  -0.49
H  3.57  -0.03  -1.14
H  -2.31  -0.41  1.66
H  -2.76  -1.86  0.75
H  -1.24  1.17  -1.61
H  3.05  -1.62  -0.47

Properties
Orbital gap (eV): 8.98
Charge: +1
LUMO energy (eV): -3.57
Relative energy (zero: lowest compared OMol25 entry of this formula, charge and spin) (kcal per mole): 89.0
E (eV): -8366.9519


No. 6
This record from the Open Molecules 2025 dataset describes a gas-phase ion, C5H13N2 (charge +1) at a distorted geometry. The level of theory is ωB97M-V/def2-TZVPD.

Geometry (Å):
N  -1.84  0.67  2.71
N  -1.01  0.51  0.50
C  0.36  -1.47  -1.88
C  0.91  -0.15  -1.21
C  1.89  -0.49  0.02
C  -1.24  1.13  1.59
C  -0.20  0.99  -0.68
H  -0.95  1.23  -1.34
H  -2.03  -0.35  2.68
H  -0.06  -1.15  -2.81
H  -0.58  -1.92  -1.51
H  0.45  1.74  -0.26
H  -2.51  1.13  3.33
H  -1.23  -0.46  0.39
H  1.41  -0.93  0.86
H  2.65  -1.14  -0.36
H  1.52  0.26  -1.98
H  -1.05  2.16  1.56
H  1.14  -2.20  -2.05
H  2.36  0.45  0.41

Properties
Orbital gap (eV): 11.45
Charge: +1
LUMO energy (eV): -3.61
Relative energy (zero: lowest compared OMol25 entry of this formula, charge and spin) (kcal per mole): 44.4
E (eV): -8368.8859


Question: Among the records above, which one has the lowest orbital gap?
Answer: number 2